Molecular formula: H18O9
Method: DFT, ωB97M-V/def2-TZVPD

Computed properties:
- SMILES = O.O.O.O.O.O.O.O.O
- relative energy (zero: lowest compared OMol25 entry of this formula, charge and spin) (kJ/mol) = 226.7
- HOMO (eV) = -9.89
- net charge = 0

XYZ file:
```
27
Properties=species:S:1:pos:R:3:forces:R:3
H 6.541 -10.198 3.483 0.39 -0.38 -0.39
H 6.639 -6.784 3.062 -0.30 0.06 0.10
O 6.515 -9.370 3.961 -0.41 0.00 0.19
H 4.427 -10.427 5.704 -0.35 0.04 -0.05
O 7.483 -7.168 2.824 0.60 0.59 -0.49
H 8.299 -11.790 4.118 0.03 0.02 0.26
O 7.179 -12.376 0.302 -0.12 -0.36 -0.09
H 4.444 -10.650 3.031 -0.02 0.33 0.21
H 5.545 -7.042 5.017 0.51 -0.32 0.07
O 4.792 -11.067 2.243 0.09 -0.14 -0.08
H 7.016 -11.774 1.029 0.04 0.28 0.32
H 6.224 -9.609 4.841 0.11 -0.14 0.50
H 6.099 -7.231 6.992 -0.11 0.31 0.31
H 4.041 -11.133 1.654 -0.18 -0.01 -0.35
H 5.164 -12.743 2.875 -0.08 0.54 -0.30
H 7.553 -7.950 3.371 -0.17 -0.23 0.09
H 7.144 -8.325 6.924 0.27 -0.22 0.04
H 5.053 -10.513 7.080 -0.04 0.03 0.31
O 4.985 -6.451 4.512 -0.28 0.37 -0.11
H 4.126 -6.872 4.518 -0.23 -0.02 -0.15
O 5.449 -13.513 3.368 0.29 -0.50 0.43
H 7.841 -12.711 3.007 -0.25 -0.43 -0.03
H 5.305 -14.247 2.771 0.02 -0.25 -0.10
O 6.738 -7.633 6.402 -0.16 -0.06 -0.09
O 5.124 -10.865 6.192 0.30 -0.01 -0.18
O 8.248 -11.859 3.165 -0.01 0.39 -0.22
H 7.151 -11.823 -0.478 0.05 0.11 -0.19
```
Positions in Å, forces in eV/Å.

Mulliken population analysis, charges in e, atoms 1 to 8: H 0.2742; H 0.3451; O -0.5174; H 0.3028; O -0.6350; H 0.3057; O -0.6322; H 0.2587



Molecular formula: C18H15ClN2O3
Method: DFT, ωB97M-V/def2-TZVPD

Computed properties:
- SMILES = O=C(NCc1ccccn1)c1ccc(COc2ccc(Cl)cc2)o1
- relative energy (zero: lowest compared OMol25 entry of this formula, charge and spin) (kJ/mol) = 223.8
- HOMO (eV) = -8.66
- net charge = 0

XYZ file:
```
39
Properties=species:S:1:pos:R:3:forces:R:3
H 0.123 2.304 2.466 0.00 0.01 0.14
H 1.514 -1.383 2.535 -0.07 -0.02 0.11
C 4.067 -0.642 0.459 -0.06 -0.10 0.13
H 0.364 1.878 -2.433 0.03 -0.02 -0.09
H -1.809 2.047 -1.339 -0.11 -0.03 -0.04
H 3.594 -0.022 2.461 0.02 0.05 0.05
H 4.978 -0.069 0.383 0.07 0.05 -0.03
H 4.195 -1.482 -1.523 0.11 0.07 -0.04
C 0.193 2.210 1.394 -0.34 0.02 -0.04
Cl 3.007 1.886 -1.399 0.22 0.13 -0.21
C -3.448 0.664 0.110 -0.55 0.07 -0.35
C -0.917 2.068 -0.733 -0.23 0.12 0.18
H 0.510 -3.594 1.450 0.02 0.00 -0.14
C -1.691 -2.414 -0.308 0.21 0.19 0.32
C -0.989 2.178 0.652 0.46 0.07 -0.10
C -3.374 2.027 0.738 -0.14 -0.03 0.05
H -3.587 2.796 -0.019 0.04 -0.12 0.10
C 1.475 2.001 -0.610 -0.20 0.00 0.07
H -4.298 -1.937 -1.666 -0.02 -0.21 -0.14
H -4.120 2.120 1.536 0.11 0.02 -0.18
C 0.547 -2.979 0.541 -0.05 -0.27 0.02
C 3.635 -1.428 -0.598 0.29 0.16 0.08
C -3.861 -1.198 -1.029 0.78 -0.32 0.40
H -0.581 -1.238 0.941 -0.08 0.00 -0.10
O -2.447 -0.194 0.370 0.05 0.04 0.24
C 1.419 2.128 0.770 -0.02 0.01 -0.16
H 2.329 2.160 1.346 0.09 0.01 0.04
N -0.622 -2.130 0.473 0.16 0.20 0.17
C 3.295 -0.616 1.609 0.04 -0.05 -0.09
C 0.313 1.973 -1.360 0.17 0.02 0.09
N 2.534 -2.157 -0.559 -0.20 -0.30 -0.36
O -2.141 2.263 1.377 0.10 -0.01 0.09
C 2.137 -1.373 1.653 0.09 -0.08 -0.12
C -4.351 0.096 -0.744 0.39 0.42 0.45
O -1.824 -3.446 -0.934 -0.18 -0.07 -0.16
C -2.689 -1.328 -0.331 -0.97 -0.26 -0.79
H 0.530 -3.633 -0.333 0.09 0.07 0.18
H -5.246 0.545 -1.120 -0.19 0.16 -0.08
C 1.798 -2.141 0.541 -0.13 0.04 0.31
```
Positions in Å, forces in eV/Å.

Mulliken population analysis, charges in e, atoms 1 to 8: H 0.4414; H 0.4230; C -0.4753; H 0.4345; H 0.3898; H 0.4752; H 0.4109; H 0.3969



Molecular formula: C7H16N4S
Method: DFT, ωB97M-V/def2-TZVPD

Computed properties:
- SMILES = CCC1=[NH+][C@](N)(SC)CC(=[NH2+])N1
- relative energy (zero: lowest compared OMol25 entry of this formula, charge and spin) (kJ/mol) = 77.1
- HOMO (eV) = -15.73
- net charge = +2

XYZ file:
```
28
Properties=species:S:1:pos:R:3:forces:R:3
H 2.465 -1.434 -0.594 0.49 -0.45 -0.29
C 3.084 -0.606 -0.262 -0.24 0.42 -1.21
C -1.090 -0.247 0.712 -1.23 -0.13 -1.87
H -2.773 -2.977 -0.992 -0.21 -0.25 0.44
H 3.033 1.433 -0.066 -0.97 0.42 -0.47
H -1.370 1.566 2.078 -0.52 -0.55 -1.01
N -1.481 3.357 -0.149 2.19 -1.35 -1.26
C -0.902 2.187 0.087 -4.23 0.80 1.99
H 0.788 2.638 -0.721 2.18 2.17 -1.56
H -1.923 -0.904 2.561 1.15 -0.11 -1.99
H -0.961 3.855 -0.913 -1.55 0.55 1.18
C 2.376 0.704 -0.585 0.92 -0.44 -0.13
H -2.760 1.049 0.796 1.99 1.12 0.57
C -1.625 1.225 1.027 0.11 -1.87 -0.79
S -1.933 -0.722 -0.997 -0.09 1.28 0.33
C 0.945 0.732 -0.134 1.65 -1.57 0.00
H -2.394 3.616 0.268 0.84 -0.05 -0.72
H -1.770 -2.594 -2.388 0.08 0.06 0.74
C -1.849 -2.512 -1.281 -0.90 1.14 -1.45
H -0.993 -2.918 -0.848 1.35 -0.96 0.74
H 3.163 -0.615 0.786 0.52 -0.51 1.49
N 0.310 1.904 -0.346 -1.84 -1.58 0.79
H 2.422 0.854 -1.686 -0.30 0.34 0.56
H -1.049 -2.099 1.723 -0.12 0.47 -0.59
N -1.342 -1.124 1.695 -1.53 -1.20 4.56
N 0.332 -0.310 0.366 0.06 4.40 -0.86
H 0.897 -1.040 0.679 0.98 -1.77 0.47
H 4.094 -0.578 -0.722 -0.78 -0.39 0.32
```
Positions in Å, forces in eV/Å.

Mulliken population analysis, charges in e, atoms 1 to 8: H 0.3982; C -1.6411; C 0.2040; H 0.3148; H 0.4084; H 0.4597; N -0.2923; C 0.6245



Molecular formula: C36H61Br2F6NO5S3Si2Ti
Method: DFT, ωB97M-V/def2-TZVPD

Computed properties:
- relative energy (zero: lowest compared OMol25 entry of this formula, charge and spin) (kJ/mol) = 74.5
- HOMO (eV) = -13.09
- net charge = +2

XYZ file:
```
117
Properties=species:S:1:pos:R:3:forces:R:3
H 9.309 -6.503 0.640 -0.01 0.01 0.00
H -1.677 -3.571 2.105 0.00 0.00 -0.01
H 4.225 2.909 2.871 -0.01 0.01 0.01
H 4.064 0.892 2.280 0.00 0.00 0.01
H 6.007 3.204 -2.005 -0.01 0.00 -0.03
S -0.594 1.367 3.318 0.45 0.24 0.19
C -5.105 -1.712 -0.865 0.07 0.39 0.01
H 2.979 4.053 3.344 -0.01 -0.02 -0.01
F -2.790 2.436 2.420 -0.05 0.01 -0.03
N 0.320 1.563 4.508 -0.57 -0.11 0.26
F 0.987 -1.923 4.164 0.05 -0.04 -0.02
C -4.666 -0.875 -2.086 -0.09 -0.11 -0.04
H -5.216 -3.973 3.073 0.00 -0.02 -0.02
H 1.663 5.292 1.832 -0.01 -0.03 -0.01
O 7.254 -4.866 0.975 -0.04 -0.01 -0.03
H 1.718 5.114 0.087 0.01 0.02 0.01
Ti 0.265 0.018 1.238 -0.07 -0.61 -1.81
H 2.512 2.491 2.685 0.00 -0.01 0.00
H 4.253 5.665 0.270 -0.03 0.01 0.02
C 4.566 -5.831 0.902 -0.01 0.03 0.04
H 6.026 2.590 1.732 0.01 -0.04 0.01
C 4.274 5.088 1.195 0.02 -0.01 -0.01
H -3.407 -5.680 -0.107 0.02 -0.01 -0.01
Si 3.720 2.764 -0.157 -0.14 -0.28 0.04
C 3.221 3.955 1.214 -0.08 0.08 0.07
C 1.157 -1.641 0.828 -0.13 0.29 0.40
H 4.364 0.069 -1.409 0.00 -0.01 0.02
F 1.946 -0.147 3.333 0.00 -0.28 0.13
C 3.244 3.296 2.600 0.02 0.08 0.02
H 2.647 1.808 -2.853 -0.02 0.04 -0.05
H -4.463 -1.102 2.373 0.00 0.01 0.01
H -3.727 -2.099 3.622 -0.01 0.01 -0.02
H -5.007 0.039 0.449 0.00 -0.02 0.00
H 2.960 4.955 -3.173 -0.02 -0.01 0.02
H 4.384 1.695 -3.138 0.00 -0.03 0.02
C 5.251 0.495 -0.935 0.08 0.02 0.03
H -5.232 -4.753 1.493 0.01 0.01 0.02
H 6.929 1.259 1.016 0.00 0.02 -0.01
C -1.256 -3.961 -0.792 -0.05 -0.12 0.00
C 1.882 -2.633 0.794 -0.03 -0.15 0.01
H -2.806 -5.970 -1.735 -0.02 0.00 0.01
H 3.432 2.913 -3.967 0.04 -0.01 0.01
F 2.724 -1.080 5.129 0.00 -0.01 0.00
C 1.827 4.574 1.022 0.07 0.07 0.02
H 5.815 1.047 -1.687 -0.01 -0.01 -0.01
O -0.747 -0.085 2.864 -0.21 0.18 0.58
C 3.815 3.440 -1.919 -0.15 -0.08 -0.14
C 2.733 -3.760 0.786 0.00 0.12 0.02
H -0.779 -2.980 -0.753 -0.01 -0.02 -0.03
C -2.764 -3.438 -2.693 -0.02 -0.08 -0.01
Si -3.750 -2.768 -0.118 0.06 0.13 0.02
H -3.772 -3.425 -3.106 0.01 -0.01 -0.01
H -5.800 -3.459 -2.035 -0.02 0.04 -0.01
H 2.985 5.434 -1.486 0.00 0.00 -0.01
H 5.883 -0.333 -0.602 0.00 0.02 -0.02
H 1.783 4.262 -2.059 0.01 0.01 0.01
C -5.143 -3.787 1.999 0.01 -0.07 -0.06
C -3.668 -1.818 2.566 -0.16 -0.05 0.03
O -0.746 -0.403 5.686 0.21 0.09 -0.01
C 2.668 -4.688 1.833 0.00 -0.05 0.01
C -3.391 -5.280 -1.121 -0.05 0.00 0.03
C 1.611 -0.810 4.499 0.04 0.28 -0.02
C 6.189 2.037 0.807 0.00 -0.03 0.00
H -2.188 -4.161 -3.276 0.00 0.02 0.01
H 3.709 -3.199 -1.051 0.02 0.01 0.02
H 6.632 2.719 0.079 0.00 -0.01 0.01
H 5.333 -5.062 -0.951 0.02 0.03 0.02
C -2.735 -3.883 -1.222 0.22 0.10 -0.21
C -5.721 -0.729 0.146 -0.07 -0.05 -0.05
H 3.564 -0.222 0.998 0.00 0.00 -0.01
H -5.484 -0.192 -2.329 0.01 -0.02 -0.01
F -3.091 0.951 3.963 -0.01 -0.02 0.09
H -1.120 -4.449 0.169 0.01 0.01 0.00
F -2.335 2.914 4.485 -0.02 0.06 0.03
H 8.854 -6.733 2.328 -0.01 -0.01 0.01
Br 1.548 1.285 -0.432 0.23 0.33 -0.06
H 3.554 -6.438 2.694 0.03 0.04 0.02
H -2.310 -2.457 -2.838 -0.01 -0.01 0.01
C 4.595 -4.940 -0.172 -0.01 0.00 -0.02
C 5.252 3.985 -2.090 -0.01 0.01 -0.03
H 1.919 -4.576 2.607 0.01 0.00 0.01
H -2.645 -4.997 1.685 0.01 0.00 0.01
H -6.620 -3.277 -0.476 -0.01 0.02 -0.03
C 2.821 4.589 -2.153 0.06 0.02 -0.02
C 7.284 -6.055 1.085 0.09 -0.05 0.01
S 5.792 -7.091 1.047 -0.02 -0.01 -0.03
H 5.201 -0.282 1.638 -0.02 0.00 -0.01
C 8.526 -6.875 1.298 -0.03 0.01 -0.02
H 5.294 4.725 1.346 -0.02 0.02 0.01
C -2.659 -4.038 2.201 -0.05 -0.01 0.06
C 3.555 2.387 -3.017 0.09 0.06 0.01
C -2.364 1.974 3.577 0.12 -0.06 -0.03
H -2.822 -4.245 3.262 0.01 0.01 -0.02
H 8.356 -7.935 1.121 0.00 0.01 0.01
H -6.115 -1.214 1.036 -0.01 0.00 0.01
C 4.900 1.355 0.288 0.08 -0.05 -0.02
H 1.039 3.828 1.077 -0.02 -0.02 0.01
C 3.582 -5.721 1.884 -0.01 0.00 -0.02
H -0.724 -4.557 -1.539 -0.01 0.00 0.02
H -4.413 -5.288 -1.506 0.03 -0.01 -0.01
C -3.782 -3.103 1.726 0.19 0.04 0.17
Br -1.652 -0.294 -0.161 0.00 -0.09 0.10
H -6.983 -2.177 -1.805 0.00 -0.02 0.01
H -5.999 -3.176 1.715 0.00 0.02 0.03
H -4.480 -1.481 -2.968 0.02 0.00 -0.01
S 0.492 0.296 5.554 -0.06 -0.22 0.16
C 3.688 -3.904 -0.230 0.01 0.00 -0.03
H 4.047 5.776 2.013 0.02 -0.01 -0.01
H -2.712 -1.326 2.414 0.02 -0.01 0.00
O 1.273 0.697 6.662 -0.03 0.16 -0.24
H -3.783 -0.265 -1.896 -0.03 0.02 0.02
O -0.081 2.026 2.102 -0.05 -0.16 0.29
C 4.383 0.394 1.369 0.07 0.04 0.02
H 5.495 4.776 -1.379 -0.01 0.00 -0.02
H 5.335 4.410 -3.094 0.01 0.01 0.02
C -6.180 -2.732 -1.314 0.02 -0.07 0.02
H -6.558 -0.225 -0.342 0.02 0.00 0.01
```
Positions in Å, forces in eV/Å.

Mulliken population analysis, charges in e, atoms 1 to 8: H 0.3125; H 0.2086; H 0.3678; H 0.2573; H 0.3447; S 0.5169; C 2.6269; H 0.6340



Molecular formula: C6H3N5
Method: DFT, ωB97M-V/def2-TZVPD

Computed properties:
- relative energy (zero: lowest compared OMol25 entry of this formula, charge and spin) (kJ/mol) = 540.9
- HOMO (alpha / beta) (eV) = -10.02 / -8.60
- net charge = 0

XYZ file:
```
14
Properties=species:S:1:pos:R:3:forces:R:3
C 1.435 0.254 1.054 2.88 2.45 1.04
N 0.202 -0.117 0.938 -1.80 -1.00 1.36
N -3.089 -1.679 1.719 -0.49 -0.62 0.88
H 3.165 0.885 -0.160 0.21 -0.56 0.54
H 2.394 -0.140 -2.033 1.25 -0.41 -3.22
C -0.046 -0.619 -0.191 -2.54 0.02 1.04
N -2.847 -0.333 -0.257 0.72 0.18 -2.85
C 1.801 -0.343 -1.241 -0.78 2.08 3.83
C -3.058 -0.979 0.798 0.31 -0.46 1.72
C -2.477 0.878 -0.508 0.13 0.16 0.60
N 0.513 -0.726 -1.272 1.21 -1.28 -2.96
C 2.286 0.256 -0.065 -0.72 -0.58 -0.66
N -2.032 1.905 -0.794 0.04 0.76 -0.29
H 1.755 0.758 2.011 -0.43 -0.73 -1.04
```
Positions in Å, forces in eV/Å.

Mulliken population analysis, charges in e, atoms 1 to 8: C -0.1081; N -0.3174; N -0.4729; H 0.3330; H 0.4202; C 0.4996; N -0.5495; C -0.1949